Entry 1:
{
  "formula": "C3H3IO",
  "method": "ωB97M-V/def2-TZVPD",
  "elements": ["C", "C", "C", "O", "I", "H", "H", "H"],
  "positions_angstrom": [[-0.7463, -1.1338, -1.5620], [0.1797, -1.6766, -1.0042], [0.1194, 1.4120, 1.5204], [0.6500, 1.8467, 2.5366], [-0.6578, 2.6580, -0.0583], [-1.3732, -0.5915, -2.2025], [0.7832, -2.1879, -0.3239], [0.5733, 2.7572, 2.7638]],
  "atomic_forces_ev_per_a": [[1.8, -0.7, 0.4], [-2.0, 0.8, -0.5], [-0.9, -3.1, -2.5], [0.9, 0.1, 2.0], [0.0, 0.8, 0.3], [-0.6, 0.3, -0.3], [0.8, -0.4, 0.4], [0.0, 2.2, 0.3]],
  "lowdin_charge": [-0.0153, -0.0005, -0.6281, -0.0337, 0.5868, 0.0007, 0.0014, 0.0888],
  "de_lowest_ev": 3.775,
  "e_homo_ha": -0.3103,
  "charge": 0,
  "e_tot_ev": -13302.37519,
  "multiplicity": 1,
  "lumo_ev": 0.200
}

=====

Entry 2:
{
  "formula": "C2H2F4",
  "method": "ωB97M-V/def2-TZVPD",
  "elements": ["F", "F", "F", "F", "C", "C", "H", "H"],
  "positions_angstrom": [[0.0772, 1.3774, -1.3026], [-1.4544, -0.0515, 1.0689], [0.4437, -1.2702, 1.1444], [0.4617, 0.8852, 1.5225], [0.0923, 0.0380, -0.8463], [-0.0896, -0.1071, 0.7713], [1.0825, -0.3720, -1.0107], [-0.6134, -0.4997, -1.3474]],
  "atomic_forces_ev_per_a": [[-0.2, -1.5, 0.9], [1.8, -0.6, -0.2], [-0.5, 0.3, 0.0], [-0.2, -1.0, -1.1], [2.5, 2.5, 3.1], [-1.5, 1.7, -1.2], [0.2, 0.1, -0.3], [-2.2, -1.4, -1.1]],
  "lowdin_charge": [-0.0380, 0.0790, 0.1441, 0.1253, -0.0209, -0.5044, 0.1230, 0.0920],
  "de_lowest_ev": 0.336,
  "e_homo_ha": -0.4702,
  "charge": 0,
  "e_tot_ev": -12976.13811,
  "smiles": "FCC(F)(F)F",
  "multiplicity": 1,
  "lumo_ev": 0.911
}

=====

Entry 3:
{
  "formula": "C3H4OS",
  "method": "ωB97M-V/def2-TZVPD",
  "elements": ["C", "C", "C", "O", "S", "H", "H", "H", "H"],
  "positions_angstrom": [[0.9884, 0.8922, -0.3002], [0.5054, -0.5105, -0.7739], [-0.2476, 0.3814, 0.1310], [1.8741, 1.6389, -0.0879], [-1.9019, 0.7320, -0.1838], [0.2715, -0.7955, -1.8505], [1.2279, -1.3384, -0.4278], [-0.1561, 0.1451, 2.1718], [-2.0410, 1.8366, 0.6517]],
  "atomic_forces_ev_per_a": [[-0.3, -1.2, 0.3], [3.0, -1.6, -1.6], [-1.6, -0.3, 2.3], [0.8, 0.7, -0.5], [-0.5, 1.1, 0.5], [-0.4, 0.9, 1.4], [-1.3, 1.3, 0.1], [0.1, 0.1, -1.8], [0.2, -0.9, -0.7]],
  "lowdin_charge": [-0.4462, -0.1057, -0.7051, 0.1400, 0.7613, 0.1225, 0.1339, 0.1826, -0.0832],
  "de_lowest_ev": 5.668,
  "e_homo_ha": [-0.3353, -0.3086],
  "charge": 0,
  "e_tot_ev": -16052.44138,
  "multiplicity": 1,
  "lumo_ev": [-1.269, -0.872]
}

=====

Entry 4:
{
  "formula": "C19H49NO10PRb",
  "method": "ωB97M-V/def2-TZVPD",
  "elements": ["Rb", "P", "O", "O", "O", "O", "C", "C", "C", "C", "C", "C", "N", "O", "C", "C", "C", "H", "H", "H", "H", "H", "H", "H", "H", "H", "H", "H", "H", "H", "H", "H", "H", "H", "H", "H", "C", "C", "O", "H", "H", "H", "H", "H", "H", "C", "C", "O", "H", "H", "H", "H", "H", "H", "C", "C", "O", "H", "H", "H", "H", "H", "H", "C", "C", "O", "H", "H", "H", "H", "H", "H", "C", "C", "O", "H", "H", "H", "H", "H", "H"],
  "positions_angstrom": [[-1.2038, -0.8872, 1.5045], [-1.3993, -4.1206, 2.0517], [-2.6722, -4.0586, 1.1569], [-1.4278, -2.9014, 3.0613], [-0.1539, -3.8217, 1.0857], [-1.2052, -5.4366, 2.7656], [3.1262, 1.5213, -4.3167], [1.9014, 2.2682, -3.7467], [0.6576, 1.5684, -4.2904], [-0.5989, 2.0314, -3.5656], [-0.4964, 1.7159, -2.0725], [0.7697, 2.2944, -1.4201], [1.9295, 2.1143, -2.2888], [3.0272, 2.7981, -1.7057], [0.4990, 3.7761, -1.0710], [1.0003, 1.5376, -0.1212], [1.9603, 3.7381, -4.1905], [4.0125, 1.6798, -3.7001], [3.3853, 1.8850, -5.3121], [2.9109, 0.4554, -4.3608], [0.6041, 1.7508, -5.3676], [0.7379, 0.4983, -4.1128], [-1.4915, 1.5760, -3.9983], [-0.7002, 3.1132, -3.7209], [-0.5298, 0.6360, -1.9163], [-1.4058, 2.1738, -1.6763], [1.4223, 4.2910, -0.8015], [0.1666, 4.2762, -1.9883], [-0.2601, 3.8688, -0.3014], [0.9433, 0.4475, -0.0687], [1.9462, 1.8087, 0.3567], [0.2146, 1.8774, 0.5700], [2.5982, 4.3201, -3.5179], [0.9901, 4.2340, -4.0825], [2.3412, 3.8826, -5.2010], [3.7390, 2.1501, -1.7285], [-3.1651, -0.8537, -2.4146], [-3.4117, -2.1395, -1.6721], [-2.7049, -2.1166, -0.4559], [-3.8517, -0.7452, -3.2643], [-2.1372, -0.8407, -2.7744], [-3.3680, -0.0063, -1.7537], [-3.0768, -2.9883, -2.2944], [-4.4870, -2.3250, -1.4992], [-2.7755, -3.0419, -0.0009], [3.2705, -0.9694, 1.9756], [2.1182, -1.7845, 2.5467], [2.1429, -3.0655, 1.9872], [3.2013, -0.9052, 0.8847], [4.2530, -1.3936, 2.1903], [3.2227, 0.0691, 2.3368], [1.1697, -1.3335, 2.2612], [2.2398, -1.8165, 3.6416], [1.1928, -3.4302, 1.7807], [-4.6871, -0.6291, 5.3594], [-4.3169, -1.7801, 4.4191], [-3.4340, -1.3549, 3.3993], [-5.7256, -0.3276, 5.1914], [-4.0293, 0.2296, 5.2781], [-4.6809, -1.0224, 6.3846], [-5.2308, -2.1670, 3.9467], [-3.8504, -2.6099, 4.9578], [-2.7060, -2.0869, 3.3076], [0.9120, 2.3791, 4.2340], [0.6679, 0.9195, 4.5515], [-0.5004, 0.4913, 3.8921], [0.1269, 3.0211, 4.6357], [1.0911, 2.5286, 3.1698], [1.8389, 2.7025, 4.7281], [0.6551, 0.7586, 5.6356], [1.5407, 0.3579, 4.1899], [-0.8638, -0.2980, 4.3215], [1.4968, -2.1736, -2.8870], [1.5291, -2.2210, -1.3650], [0.2323, -2.1477, -0.8570], [2.4272, -2.5599, -3.3219], [1.3817, -1.1534, -3.2521], [0.6798, -2.7949, -3.2510], [2.1884, -1.4623, -0.9175], [1.9655, -3.1889, -1.0734], [0.1205, -2.7866, -0.0609]],
  "atomic_forces_ev_per_a": [[-0.4, 0.1, -0.8], [0.1, -0.6, -0.4], [0.1, 0.2, -0.1], [-0.4, 0.1, 0.5], [0.3, 0.8, 0.3], [-0.1, 0.1, 0.0], [0.0, 0.2, 0.2], [0.5, 0.3, -0.3], [-0.5, 0.2, 0.4], [0.4, 0.2, -0.3], [-0.2, 0.1, -1.0], [-0.7, 0.0, 0.3], [-0.1, -1.0, -0.1], [0.2, 0.2, -0.3], [0.5, 0.1, -1.0], [-0.1, 0.3, 1.5], [-0.2, 0.7, 0.6], [0.0, 0.0, 0.0], [-0.2, -0.1, -0.1], [0.1, -0.1, 0.0], [0.0, -0.1, 0.0], [0.2, -0.1, -0.2], [0.0, -0.1, 0.1], [-0.2, -0.1, 0.1], [-0.1, 0.0, 0.0], [0.2, -0.2, 0.7], [-0.1, -0.1, 0.4], [-0.2, 0.1, 0.2], [0.0, 0.0, 0.1], [0.0, 0.0, -0.9], [0.0, 0.1, -0.1], [0.1, 0.0, 0.0], [0.2, -0.3, -0.1], [0.0, -0.2, -0.3], [-0.2, -0.2, -0.1], [-0.1, -0.1, 0.2], [-0.5, 0.2, -0.2], [0.3, -0.7, 0.6], [-0.8, 0.0, -1.1], [0.1, -0.1, -0.1], [0.1, 0.2, 0.1], [0.2, 0.0, 0.0], [0.0, 0.1, 0.0], [0.0, 0.3, 0.0], [0.4, 0.1, 1.0], [-0.1, 0.6, -0.4], [0.4, -1.0, -0.8], [0.3, -0.1, 0.2], [-0.1, -0.1, 0.1], [-0.1, -0.1, 0.3], [0.2, -0.1, 0.1], [0.0, 0.4, 0.5], [-0.4, 0.0, 0.0], [0.0, 0.1, -0.1], [-0.7, -0.7, 0.5], [0.5, 0.2, -0.9], [0.0, 0.1, 0.6], [0.1, 0.3, -0.1], [0.2, 0.0, -0.1], [0.2, 0.3, 0.0], [0.0, -0.1, 0.1], [0.0, 0.0, 0.1], [0.2, -0.3, -0.3], [0.6, 0.2, 0.5], [0.8, -0.1, -0.2], [-0.3, 0.1, 0.4], [-0.2, 0.0, -0.3], [-0.4, 0.1, -0.1], [-0.1, -0.1, 0.0], [-0.4, 0.0, 0.0], [-0.1, -0.1, 0.0], [0.0, -0.1, -0.2], [0.4, 0.2, 0.0], [0.0, -1.1, 0.3], [0.1, 0.8, 0.1], [0.0, 0.0, 0.1], [-0.2, 0.0, 0.0], [-0.1, 0.0, 0.0], [0.0, 0.2, -0.3], [0.1, 0.1, 0.0], [-0.4, -0.5, 0.0]],
  "lowdin_charge": [1.0358, -0.0058, -0.4162, -0.5872, -0.4421, -0.4383, -0.0199, -0.5078, -0.1344, -0.1729, -0.1154, -0.4966, -0.0774, -0.0336, -0.0213, -0.0347, -0.0343, 0.0720, 0.0760, 0.0747, 0.1261, 0.0936, 0.1093, 0.0935, 0.1130, 0.1264, 0.0780, 0.0671, 0.0819, 0.0563, 0.0852, 0.0781, 0.0781, 0.0624, 0.0727, 0.0969, -0.1052, -0.3600, -0.2546, 0.0628, 0.0588, 0.0705, 0.1133, 0.1058, 0.0226, -0.0947, -0.3702, -0.1262, 0.0469, 0.0647, 0.0543, 0.0339, 0.1063, 0.0395, -0.0995, -0.3338, -0.2153, 0.0506, 0.0596, 0.0548, 0.1020, 0.1130, -0.0218, -0.0846, -0.3262, -0.1593, 0.0710, 0.0644, 0.0713, 0.1163, 0.0902, 0.0805, -0.0793, -0.3508, -0.1860, 0.0633, 0.0240, 0.0770, 0.0814, 0.1205, 0.0089],
  "de_lowest_ev": 1.266,
  "e_homo_ha": -0.0165,
  "charge": -2,
  "e_tot_ev": -52409.78286,
  "multiplicity": 1,
  "lumo_ev": 3.642
}

=====

Entry 5:
{
  "formula": "C5H15NO2",
  "method": "ωB97M-V/def2-TZVPD",
  "elements": ["C", "C", "C", "C", "N", "C", "O", "H", "H", "H", "H", "H", "H", "H", "H", "H", "H", "H", "H", "H", "H", "H", "O"],
  "positions_angstrom": [[0.1240, -2.0834, -0.0662], [-0.0414, -0.5816, -0.3000], [1.2011, -0.0987, -1.0771], [0.8769, 0.9815, -2.1018], [-0.1318, 0.2262, 0.8915], [-1.0888, -0.0728, 1.8979], [-0.7676, -1.2943, 2.6148], [1.1620, -2.3685, 0.1524], [-0.5540, -2.6140, 0.5755], [0.0056, -2.6930, -0.9935], [-1.0310, -0.5272, -0.7998], [1.6960, -0.9361, -1.5916], [1.9315, 0.2922, -0.3474], [0.5378, 0.6072, -3.0490], [0.1779, 1.7269, -1.7619], [1.7900, 1.6006, -2.1922], [0.7617, 0.4732, 1.2901], [-2.1496, -0.1422, 1.5936], [-1.1285, 0.7158, 2.6496], [-1.5966, -1.5441, 3.0364], [-0.9133, 3.0040, 0.4854], [-0.0571, 2.3570, -0.4315], [-0.8048, 2.9713, -0.4752]],
  "atomic_forces_ev_per_a": [[0.9, -1.7, -1.3], [0.0, -1.5, 0.1], [-0.8, 0.1, -0.5], [1.5, 1.0, 0.6], [-0.8, 0.6, 0.7], [-0.3, -0.2, 0.8], [-0.3, 0.3, -0.2], [-0.2, 0.3, 0.7], [-0.2, 0.4, 0.8], [-0.2, 0.9, -0.1], [0.7, 0.7, -0.3], [-0.2, 0.2, 0.2], [-0.2, -0.2, -0.2], [0.0, -0.2, -0.4], [-0.5, -0.5, -0.3], [-0.2, -0.4, -0.7], [0.0, -0.2, 0.1], [0.6, -0.1, -0.9], [0.5, 0.4, -0.1], [0.2, -0.3, 0.2], [-0.7, 0.5, -0.1], [-0.2, 0.1, -0.3], [0.5, 0.0, 1.1]],
  "lowdin_charge": [-0.0852, -0.3961, -0.2053, -0.0968, -0.0302, -0.2773, -0.0810, 0.0806, 0.0554, 0.0854, 0.1540, 0.1101, 0.1142, 0.0744, 0.0258, 0.0876, 0.1199, 0.1303, 0.1107, 0.0758, 0.0365, -0.0135, -0.0750],
  "de_lowest_ev": 1.661,
  "e_homo_ha": -0.3428,
  "charge": 0,
  "e_tot_ev": -11012.28567,
  "smiles": "CC[C@@H](C)NCO.O",
  "multiplicity": 1,
  "lumo_ev": 0.786
}